# 1
C16H52BO16 | the ωB97M-V functional and the def2-TZVPD basis

Calculated values
* orbital gap: 7.561 eV
* total charge: -1
* spin multiplicity: 1
* energy above the lowest of the compared OMol25 structures with the same formula, charge and spin: 7.2590 eV
* lowest unoccupied orbital energy: 2.04 eV

Each atom is followed by the atoms it is bonded to, with distances in Å.
Atoms and positions in Å:
1 H 19.2369 -5.9107 13.2712  C5 1.090
2 H 20.7489 0.4371 24.7051  C33 1.090
3 O 16.7483 4.0344 20.2781  H15 0.960, C59 1.439
4 H 22.1942 6.1156 18.7702  C64 1.090
5 C 19.8555 -5.6000 14.1132  H1 1.090, H42 1.090, O61 1.415, C68 1.614
6 H 14.2626 0.6897 17.5939  C60 1.090
7 O 18.9558 -5.4572 23.6650  C23 1.393, H45 0.960
8 H 16.4791 2.4408 22.5270  C24 1.090
9 H 23.2138 3.7477 18.7545  C49 1.090
10 H 21.5359 3.6828 17.8486  O35 0.960
11 C 22.6602 0.9840 25.5987  H31 1.090, C33 1.523, O44 1.345, H81 1.090
12 O 23.1490 6.6798 17.1520  H56 0.960, C64 1.451
13 H 17.8297 -4.1962 22.7119  C23 1.090
14 O 20.0375 -6.2008 20.8517  H50 0.960, C83 1.435
15 H 17.1018 3.1547 20.1274  O3 0.960
16 O 14.6543 3.3509 22.4284  C24 1.417, H63 0.960
17 H 12.7659 0.2467 18.2609  C60 1.090
18 H 20.8638 2.0486 25.2692  C33 1.090
19 O 14.1347 -1.3368 18.2803  H48 0.960, C60 1.448
20 H 19.6112 -3.9460 22.5662  C23 1.090
21 O 12.2855 -1.7100 16.2654  C58 1.409, H62 0.960
22 H 18.8441 0.5508 18.2372  B78 1.079
23 C 18.7952 -4.6676 22.5284  O7 1.393, H13 1.090, H20 1.090, C83 1.536
24 C 16.0626 3.4479 22.5457  H8 1.090, O16 1.417, H28 1.090, C59 1.549
25 C 17.7741 4.6998 13.3180  C26 1.573, H27 1.090, H57 1.090, O76 1.361
26 C 16.5619 3.7245 13.5481  C25 1.573, H32 1.090, H34 1.090, O70 1.408
27 H 18.7214 4.1830 13.1647  C25 1.090
28 H 16.2032 3.9562 23.4997  C24 1.090
29 C 24.3734 -3.7742 18.5912  H39 1.090, O43 1.437, C54 1.525, H72 1.090
30 H 18.4650 -4.7283 20.4528  C83 1.090
31 H 23.1274 0.2146 24.9840  C11 1.090
32 H 16.4229 2.9949 12.7503  C26 1.090
33 C 21.4353 1.2829 24.7446  H2 1.090, C11 1.523, H18 1.090, O67 1.383
34 H 16.5379 3.1825 14.4935  C26 1.090
35 O 22.0393 4.2977 17.3100  H10 0.960, C49 1.413
36 H 18.2756 5.1493 15.0663  O76 0.960
37 H 25.9293 -5.1858 18.2441  C54 1.090
38 H 21.1944 -6.6026 15.7050  C68 1.090
39 H 23.9378 -3.6281 17.6028  C29 1.090
40 H 18.8314 0.0559 19.9296  B78 1.079
41 H 12.9644 0.0915 15.4751  C58 1.090
42 H 19.4751 -4.7390 14.6627  C5 1.090
43 O 23.3607 -3.4617 19.5620  C29 1.437, H69 0.960
44 O 23.3690 2.1120 25.7844  C11 1.345, H46 0.960
45 H 19.7822 -5.9206 23.5099  O7 0.960
46 H 23.4278 2.5001 24.9083  O44 0.960
47 H 20.2790 -0.2031 18.8736  B78 1.079
48 H 15.0801 -1.2178 18.1633  O19 0.960
49 C 23.2642 4.5140 17.9810  H9 1.090, O35 1.413, H52 1.090, C64 1.499
50 H 20.7718 -5.6249 21.0770  O14 0.960
51 H 17.8046 4.7931 21.9721  C59 1.090
52 H 24.0698 4.3146 17.2744  C49 1.090
53 O 25.2142 -5.2724 20.1440  C54 1.426, H80 0.960
54 C 24.9607 -5.1733 18.7439  C29 1.525, H37 1.090, O53 1.426, H82 1.090
55 H 19.4394 -7.1474 15.6039  C68 1.090
56 H 22.5693 6.0387 16.7341  O12 0.960
57 H 17.5524 5.2606 12.4100  C25 1.090
58 C 13.2706 -0.7102 16.1471  O21 1.409, H41 1.090, C60 1.636, H71 1.090
59 C 16.8170 4.4623 21.6505  O3 1.439, C24 1.549, H51 1.090, H79 1.090
60 C 13.5776 -0.1560 17.6550  H6 1.090, H17 1.090, O19 1.448, C58 1.636
61 O 21.0600 -5.1494 13.5235  C5 1.415, H77 0.960
62 H 11.7167 -1.5006 17.0099  O21 0.960
63 H 14.1022 4.1067 22.6418  O16 0.960
64 C 23.2078 5.9508 18.4048  H4 1.090, O12 1.451, C49 1.499, H73 1.090
65 H 18.1528 -6.2188 21.2097  C83 1.090
66 H 21.7812 1.0256 22.9518  O67 0.960
67 O 21.8359 1.7947 23.5237  C33 1.383, H66 0.960
68 C 20.3291 -6.8065 15.0744  C5 1.614, H38 1.090, H55 1.090, O84 1.439
69 H 22.5724 -3.0865 19.1629  O43 0.960
70 O 15.4496 4.5870 13.4992  C26 1.408, H74 0.960
71 H 14.2208 -1.1208 15.8055  C58 1.090
72 H 25.2380 -3.1111 18.6188  C29 1.090
73 H 24.0043 6.1764 19.1140  C64 1.090
74 H 15.2415 4.6563 14.4338  O70 0.960
75 H 18.9182 -1.1400 18.5401  B78 1.079
76 O 18.0312 5.6334 14.2741  C25 1.361, H36 0.960
77 H 20.8038 -4.2245 13.5472  O61 0.960
78 B 19.2025 -0.1810 18.9445  H22 1.079, H40 1.079, H47 1.079, H75 1.079
79 H 16.2872 5.4146 21.6702  C59 1.090
80 H 24.6680 -4.6576 20.6394  O53 0.960
81 H 22.3174 0.5093 26.5180  C11 1.090
82 H 24.4020 -5.9488 18.2200  C54 1.090
83 C 18.8868 -5.4132 21.1884  O14 1.435, C23 1.536, H30 1.090, H65 1.090
84 O 20.7765 -7.9784 14.3691  C68 1.439, H85 0.960
85 H 21.0175 -8.6616 14.9990  O84 0.960

---

# 2
C16H52N14O9 | the ωB97M-V functional and the def2-TZVPD basis

Calculated values
* orbital gap: 8.759 eV
* spin multiplicity: 1
* energy above the lowest of the compared OMol25 structures with the same formula, charge and spin: 3.9253 eV
* lowest unoccupied orbital energy: 0.12 eV

Each atom is followed by the atoms it is bonded to, with distances in Å.
Atoms and positions in Å:
1 H 0.8726 -2.5144 5.1537  N91 1.010
2 H -2.8234 3.7989 4.8885  C81 1.090
3 H 4.2573 -4.7838 -5.0859  C18 1.090
4 H -4.6459 1.6275 -1.6359  N14 1.010
5 C 0.3689 0.5968 -1.7187  C24 1.572, H48 1.090, O65 1.413, H71 1.090
6 C -0.8464 0.5581 -3.7742  H36 1.090, H43 1.090, H51 1.090, O65 1.434
7 C -2.1341 1.2104 1.9061  H40 1.090, O52 1.426, H62 1.090, H67 1.090
8 C 0.4055 -2.1656 3.1966  O42 1.233, N87 1.286, N91 1.308
9 C 0.8315 4.7440 -1.9149  N17 1.340, N79 1.294, O82 1.255
10 H -4.8557 4.3435 -0.0638  N25 1.010
11 H -3.5111 5.3246 -0.7383  N25 1.010
12 H 3.1221 -1.9483 -4.1151  C27 1.090
13 N 5.1964 0.1151 -1.2606  C44 1.279, H56 1.010, H89 1.010
14 N -4.6849 2.5535 -1.2346  H4 1.010, C53 1.323, H68 1.010
15 H -4.2203 -1.5238 0.7658  N55 1.010
16 H -3.6694 1.5481 5.7690  C54 1.090
17 N 0.5830 4.2433 -0.6970  C9 1.340, H49 1.010, H64 1.010
18 C 3.9142 -4.1358 -4.2794  H3 1.090, O19 1.378, H22 1.090, C27 1.555
19 O 2.7501 -4.6201 -3.7247  C18 1.378, H88 0.960
20 H 3.0428 0.3612 -2.2217  N50 1.010
21 H 2.3895 -5.1875 -1.6821  N72 1.010
22 H 4.6659 -4.0614 -3.4936  C18 1.090
23 C 1.4698 0.2387 0.4803  C24 1.443, H32 1.090, H60 1.090, H90 1.090
24 C 1.0407 -0.4225 -0.7286  C5 1.572, C23 1.443, H59 1.090, N74 1.497
25 N -4.0985 4.5034 -0.7128  H10 1.010, H11 1.010, C53 1.279
26 H 3.3316 1.9446 -2.7978  N50 1.010
27 C 3.5975 -2.6899 -4.7571  H12 1.090, C18 1.555, H28 1.090, H31 1.090
28 H 4.5313 -2.1589 -4.9420  C27 1.090
29 H -2.1430 0.1482 6.8008  N77 1.010
30 H 0.7884 -6.2569 0.8106  N78 1.010
31 H 2.8892 -2.5040 -5.5644  C27 1.090
32 H 2.0547 1.1266 0.2404  C23 1.090
33 C -2.0009 1.1259 4.3234  H35 1.090, O52 1.487, C54 1.609, H85 1.090
34 H 2.0514 -3.0293 3.7573  N87 1.010
35 H -0.9153 1.1539 4.4174  C33 1.090
36 H -1.0634 -0.0893 -4.6239  C6 1.090
37 H 0.7227 -4.7797 1.7676  N78 1.010
38 H 1.7479 -2.8339 1.9658  N87 1.010
39 H -2.6959 3.6797 6.7164  C81 1.090
40 H -2.2665 0.1287 1.9265  C7 1.090
41 O -4.0948 -0.1958 -2.0299  C73 1.213
42 O -0.4393 -1.7883 2.3813  C8 1.233
43 H -1.8171 0.8975 -3.4128  C6 1.090
44 C 4.9526 1.1783 -1.9291  N13 1.279, N50 1.324, O58 1.245
45 N -2.5922 -1.2369 -0.8251  H69 1.010, C73 1.267, H76 1.010
46 C 1.8811 -4.7570 0.2433  O70 1.258, N72 1.312, N78 1.299
47 H -2.3974 1.4771 7.6190  N77 1.010
48 H -0.3624 1.2224 -1.2070  C5 1.090
49 H 1.4399 4.2082 -0.1636  N17 1.010
50 N 3.6819 1.1395 -2.2985  H20 1.010, H26 1.010, C44 1.324
51 H -0.2694 1.4043 -4.1472  C6 1.090
52 O -2.5778 1.7964 3.1286  C7 1.426, C33 1.487
53 C -3.8088 3.5160 -1.4729  N14 1.323, N25 1.279, O63 1.262
54 C -2.6004 1.7432 5.6834  H16 1.090, C33 1.609, N77 1.483, C81 1.606
55 N -4.6357 -1.2527 -0.1141  H15 1.010, C73 1.343, H83 1.010
56 H 6.0153 0.1255 -0.6696  N13 1.010
57 H 2.4573 -1.9073 -0.7735  N74 1.010
58 O 5.7532 2.1250 -2.0425  C44 1.245
59 H 0.1897 -0.9670 -0.3196  C24 1.090
60 H 2.1615 -0.3886 1.0425  C23 1.090
61 H -0.3197 5.1498 -3.5416  N79 1.010
62 H -2.6673 1.6376 1.0568  C7 1.090
63 O -2.8838 3.4533 -2.3293  C53 1.262
64 H -0.3110 3.9439 -0.3346  N17 1.010
65 O -0.2405 -0.1970 -2.7166  C5 1.413, C6 1.434
66 H -1.0201 4.2867 -2.1967  N79 1.010
67 H -1.0727 1.3799 1.7245  C7 1.090
68 H -5.4363 2.8708 -0.6390  N14 1.010
69 H -1.8718 -0.7933 -1.3768  N45 1.010
70 O 2.3213 -3.5948 0.4352  C46 1.258
71 H 1.1168 1.3320 -2.0156  C5 1.090
72 N 2.0064 -5.5270 -0.8115  H21 1.010, C46 1.312, H80 1.010
73 C -3.7658 -0.8081 -1.0360  O41 1.213, N45 1.267, N55 1.343
74 N 2.0810 -1.2385 -1.4301  C24 1.497, H57 1.010, H86 1.010
75 H -1.2793 3.5554 5.7120  C81 1.090
76 H -2.4604 -1.6546 0.0850  N45 1.010
77 N -1.8834 1.1240 6.8245  H29 1.010, H47 1.010, C54 1.483
78 N 1.2171 -5.4078 1.1503  H30 1.010, H37 1.010, C46 1.299
79 N -0.2045 4.6332 -2.6814  C9 1.294, H61 1.010, H66 1.010
80 H 1.7308 -6.4972 -0.7577  N72 1.010
81 C -2.3446 3.3272 5.7466  H2 1.090, H39 1.090, C54 1.606, H75 1.090
82 O 1.9699 5.1179 -2.2892  C9 1.255
83 H -5.6170 -1.0377 -0.2184  N55 1.010
84 H -0.5218 -1.5101 4.6975  N91 1.010
85 H -2.1740 0.0622 4.1605  C33 1.090
86 H 1.4438 -1.7667 -2.0089  N74 1.010
87 N 1.5039 -2.7844 2.9446  C8 1.286, H34 1.010, H38 1.010
88 H 2.2325 -4.9274 -4.4726  O19 0.960
89 H 4.3969 -0.4912 -1.1453  N13 1.010
90 H 0.7059 0.6070 1.1650  C23 1.090
91 N 0.3605 -1.9544 4.4871  H1 1.010, C8 1.308, H84 1.010

---

Question: The highest lowest unoccupied orbital energy belongs to which entry?
Answer: C16H52BO16